Below is a 8-piece molecular cluster, C7H30O8 overall, with properties calculated with ωB97M-V/def2-TZVPD.

Atoms and positions in Å:
C1 0.161 3.700 -0.833
C2 -0.403 5.085 -0.437
C3 0.751 6.058 -0.315
O1 -1.331 5.519 -1.353
H1 0.992 3.499 -0.147
H2 0.585 3.707 -1.853
H3 -0.573 2.894 -0.801
H4 -0.921 5.015 0.504
H5 1.489 5.810 0.470
H6 0.468 7.054 0.011
H7 1.367 6.038 -1.224
H8 -0.983 5.400 -2.233
C4 3.099 -1.262 -1.699
O2 1.856 -1.883 -1.466
H9 3.397 -1.478 -2.703
H10 3.127 -0.223 -1.338
H11 3.794 -1.805 -1.028
H12 1.211 -1.219 -1.740
C5 -0.103 -0.140 1.141
O3 -1.553 -0.238 1.117
H13 0.234 0.447 2.016
H14 0.336 -1.122 1.134
H15 0.154 0.388 0.211
H16 -1.856 -1.019 1.620
C6 -3.741 -2.847 1.863
O4 -2.714 -2.374 2.701
H17 -3.489 -2.824 0.802
H18 -4.176 -3.811 2.150
H19 -4.538 -2.105 2.007
H20 -2.002 -3.028 2.705
C7 0.637 -4.851 0.449
O5 1.598 -3.802 0.564
H21 -0.398 -4.567 0.164
H22 0.929 -5.659 -0.184
H23 0.661 -5.290 1.459
H24 1.714 -3.196 -0.192
O6 0.176 0.056 -2.623
H25 0.496 0.651 -3.310
H26 -0.587 0.463 -2.201
O7 2.529 -2.013 2.561
H27 2.591 -2.386 3.425
H28 2.082 -2.690 2.012
O8 -2.296 0.339 -1.350
H29 -2.126 0.201 -0.385
H30 -2.646 -0.493 -1.670

The orbital gap comes out at 10.5 eV. The calculation puts the LUMO energy at 0.37 eV. The value obtained for the HOMO energy is -10.100 eV. As for the SMILES: CC(C)O.CO.CO.CO.CO.O.O.O.

Below is C4H5NO2 as an isolated structure, with properties calculated with ωB97M-V/def2-TZVPD.

Atoms and positions in Å:
N1 0.518 1.223 1.070
C1 0.119 0.360 0.024
C2 -1.117 0.603 -0.750
C3 -0.781 -0.846 0.190
O1 0.065 -1.687 -0.598
C4 1.049 -0.697 -0.543
O2 2.219 -0.818 -0.718
H1 0.318 2.183 0.824
H2 1.511 1.118 1.247
H3 -1.862 -0.412 -0.209
H4 -1.040 0.138 -1.743
H5 -0.999 -1.165 1.206

The orbital gap comes out at 10.3 eV. The calculation puts the LUMO energy at 0.90 eV. The value obtained for the HOMO energy is -9.379 eV.

Below is C20H22BeN2O2 as an isolated structure, with properties calculated with ωB97M-V/def2-TZVPD.

Atoms and positions in Å:
C1 0.564 0.236 2.421
C2 1.417 1.476 2.503
H1 -0.187 0.401 3.326
H2 -0.146 0.265 1.579
H3 1.208 -0.612 2.125
H4 1.248 2.115 1.626
H5 0.283 -0.423 3.374
H6 1.100 2.076 3.366
C3 -1.007 -3.166 -1.320
C4 -0.556 -4.487 -1.370
C5 0.681 -4.787 -1.958
C6 1.459 -3.731 -2.437
H7 -1.969 -2.905 -0.892
H8 -1.161 -5.287 -0.951
H9 1.025 -5.823 -2.062
H10 2.427 -3.860 -2.926
N1 -0.253 -2.143 -1.776
C7 0.976 -2.427 -2.314
C8 1.724 -1.221 -2.608
N2 1.034 -0.092 -2.273
C9 1.633 1.113 -2.294
C10 3.644 0.103 -3.160
C11 2.953 1.241 -2.722
H11 1.028 1.956 -1.955
H12 3.413 2.225 -2.698
C12 3.041 -1.152 -3.063
H13 3.536 -2.076 -3.340
H14 4.638 0.186 -3.596
Be1 -0.453 -0.487 -1.706
C13 2.907 1.247 2.731
H15 3.311 2.203 3.075
H16 3.451 0.905 1.841
H17 3.050 0.555 3.568
O1 -2.916 -1.009 -0.153
C14 -2.399 0.109 -0.176
O2 -1.286 0.438 -0.827
C15 -3.013 1.251 0.573
C16 -2.598 2.581 0.393
C17 -3.050 3.588 1.254
C18 -3.933 3.280 2.302
C19 -4.433 1.970 2.417
C20 -3.995 0.979 1.541
H18 -1.913 2.818 -0.424
H19 -2.707 4.625 1.139
H20 -4.239 4.049 3.022
H21 -5.145 1.730 3.210
H22 -4.392 -0.032 1.619

The orbital gap (spin up / spin down) comes out at 2.4 / 2.4 eV. The calculation puts the LUMO energy (spin up / spin down) at -1.13 / -1.13 eV. The value obtained for the HOMO energy (spin up / spin down) is -3.526 / -3.523 eV.

Below is a 2-piece molecular cluster, C4H12 overall, with properties calculated with ωB97M-V/def2-TZVPD.

Atoms and positions in Å:
C1 0.184 1.438 0.687
C2 0.520 2.843 1.227
H1 0.686 0.707 1.332
H2 -0.902 1.321 0.705
H3 0.506 1.370 -0.335
H4 1.122 3.491 0.551
H5 1.011 2.820 2.212
H6 -0.445 3.465 1.329
C3 0.154 -1.707 -0.568
C4 -0.844 -2.609 -1.335
H7 -0.026 -1.896 0.502
H8 1.193 -2.016 -0.725
H9 -0.171 -0.675 -0.825
H10 -1.226 -2.017 -2.170
H11 -1.638 -3.049 -0.787
H12 -0.196 -3.313 -1.847

The orbital gap comes out at 12.5 eV. The calculation puts the LUMO energy at 1.12 eV. The value obtained for the HOMO energy is -11.413 eV. As for the SMILES: CC.CC.

Below is one molecule with the formula C17H26N2O4S, with properties calculated with ωB97M-V/def2-TZVPD.

Atoms and positions in Å:
C1 0.823 -0.185 3.094
O1 -0.198 0.649 2.588
C2 0.098 2.032 2.675
C3 0.930 2.571 1.500
N1 0.136 2.656 0.297
C4 -0.742 3.663 0.107
O2 -0.781 4.636 0.839
C5 -1.728 3.524 -1.050
C6 -2.969 2.769 -0.555
C7 -2.638 1.312 -0.258
C8 -2.085 0.578 -1.487
C9 -1.452 -0.757 -1.046
N2 -0.293 -0.539 -0.215
S1 1.192 -1.102 -0.640
O3 2.137 -0.404 0.187
O4 1.306 -1.001 -2.065
C10 1.184 -2.836 -0.193
C11 0.654 -3.748 -1.084
C12 0.605 -5.087 -0.733
C13 1.087 -5.495 0.501
C14 1.628 -4.572 1.382
C15 1.677 -3.232 1.034
C16 -1.037 1.360 -2.296
C17 -1.237 2.877 -2.347
H1 0.411 -1.194 3.119
H2 1.098 0.116 4.111
H3 1.710 -0.164 2.455
H4 -0.867 2.546 2.684
H5 0.614 2.241 3.620
H6 1.785 1.923 1.300
H7 1.269 3.578 1.756
H8 0.083 1.820 -0.260
H9 -2.030 4.552 -1.279
H10 -3.357 3.251 0.345
H11 -3.742 2.821 -1.326
H12 -1.925 1.268 0.564
H13 -3.543 0.796 0.074
H14 -2.931 0.347 -2.144
H15 -2.191 -1.379 -0.528
H16 -1.094 -1.288 -1.929
H17 -0.428 -0.309 0.759
H18 0.309 -3.403 -2.045
H19 0.195 -5.811 -1.421
H20 1.050 -6.540 0.773
H21 2.014 -4.896 2.336
H22 2.108 -2.492 1.688
H23 -1.051 0.982 -3.321
H24 -0.041 1.120 -1.919
H25 -0.304 3.346 -2.664
H26 -1.990 3.102 -3.108

The orbital gap comes out at 9.7 eV. The calculation puts the LUMO energy at 0.58 eV. The value obtained for the HOMO energy is -9.158 eV. As for the SMILES: COCCNC(=O)[C@H]1CC[C@@H](CNS(=O)(=O)c2ccccc2)CC1.

Below is one molecule with the formula C18H23N3O5, with properties calculated with ωB97M-V/def2-TZVPD.

Atoms and positions in Å:
C1 -5.403 -2.616 -0.939
C2 -3.957 -2.236 -1.222
O1 -3.738 -0.835 -1.064
C3 -3.547 -0.407 0.197
O2 -3.526 -1.127 1.168
N1 -3.433 0.953 0.261
C4 -2.890 1.517 1.480
C5 -1.440 1.989 1.214
N2 -0.921 1.261 0.084
C6 -0.054 0.230 0.092
O3 0.286 -0.328 -0.938
C7 0.554 -0.189 1.424
C8 1.786 0.683 1.712
N3 2.670 0.710 0.563
C9 2.434 1.671 -0.370
O4 1.662 2.591 -0.189
C10 3.180 1.485 -1.678
O5 4.478 0.958 -1.534
C11 4.548 -0.120 -0.698
C12 5.582 -1.026 -0.879
C13 5.696 -2.127 -0.049
C14 4.767 -2.326 0.956
C15 3.742 -1.416 1.154
C16 3.625 -0.293 0.343
C17 -1.571 1.625 -1.160
C18 -3.091 1.726 -0.914
H1 -5.641 -2.410 0.101
H2 -5.545 -3.675 -1.131
H3 -6.075 -2.045 -1.576
H4 -3.688 -2.442 -2.260
H5 -3.285 -2.778 -0.549
H6 -3.517 2.353 1.804
H7 -2.922 0.732 2.237
H8 -0.822 1.855 2.097
H9 -1.423 3.051 0.951
H10 0.864 -1.228 1.297
H11 -0.159 -0.137 2.244
H12 2.332 0.322 2.586
H13 1.482 1.719 1.885
H14 2.558 0.817 -2.298
H15 3.281 2.447 -2.182
H16 6.283 -0.847 -1.677
H17 6.501 -2.830 -0.195
H18 4.837 -3.190 1.598
H19 3.040 -1.593 1.952
H20 -1.338 0.841 -1.883
H21 -1.163 2.575 -1.522
H22 -3.392 2.759 -0.721
H23 -3.649 1.350 -1.770

The orbital gap comes out at 9.0 eV. The calculation puts the LUMO energy at 0.73 eV. The value obtained for the HOMO energy is -8.239 eV. As for the SMILES: CCOC(=O)N1CCN(C(=O)CCN2C(=O)COc3ccccc32)CC1.

E? In order: -24124.2061 -9809.4311 -28570.6455 -4341.8128 -40056.7306 -33748.4335 eV.